[1]
# C44H60N15

A cluster of 11 separate species, C44H60N15 in total at a distorted geometry (ωB97M-V/def2-TZVPD, OMol25).

Calculated values
- HOMO energy: -9.20 eV
- LUMO level: -3.77 eV
- Net charge: +1

Element x y z (Å)
C 4.087 -0.224 2.783
N 3.755 1.204 2.699
C 2.665 1.490 1.764
C 1.335 1.074 2.311
N 0.862 -0.144 2.045
C -0.315 -0.226 2.696
N -1.097 -1.326 2.646
N -0.561 0.921 3.335
N 0.493 1.745 3.100
H 4.708 -0.503 1.940
H 3.226 -0.892 2.814
H 4.658 -0.400 3.684
H 3.462 1.513 3.619
H 2.807 1.023 0.802
H 2.676 2.562 1.584
H -1.389 -1.808 3.473
H -1.334 -1.730 1.758
H -1.359 1.154 3.905
H 0.617 2.679 3.465
N -1.327 1.146 -0.290
C -0.711 0.089 -0.902
C -1.392 -0.187 -2.052
C -2.470 0.744 -2.138
C -2.405 1.554 -1.035
H -1.024 1.562 0.568
H 0.166 -0.365 -0.472
H -1.147 -0.965 -2.757
H -3.207 0.814 -2.924
H -3.022 2.378 -0.723
N -3.592 -2.922 -3.112
C -3.978 -3.663 -2.026
C -4.029 -4.975 -2.411
C -3.648 -5.026 -3.781
C -3.387 -3.744 -4.182
H -3.470 -1.926 -3.118
H -4.184 -3.193 -1.080
H -4.303 -5.807 -1.784
H -3.569 -5.906 -4.400
H -3.073 -3.348 -5.133
N -6.501 -6.859 -4.140
C -6.975 -7.881 -4.914
C -8.118 -8.357 -4.329
C -8.343 -7.588 -3.156
C -7.329 -6.672 -3.068
H -5.672 -6.325 -4.327
H -6.462 -8.182 -5.811
H -8.726 -9.164 -4.700
H -9.157 -7.694 -2.458
H -7.125 -5.905 -2.340
N 1.284 4.519 5.506
C 2.257 5.415 5.146
C 3.362 5.163 5.909
C 3.046 4.069 6.765
C 1.759 3.691 6.494
H 0.362 4.489 5.114
H 2.070 6.149 4.382
H 4.294 5.699 5.862
H 3.694 3.612 7.494
H 1.143 2.913 6.913
N 4.217 2.097 -1.840
C 3.452 1.562 -2.845
C 3.502 2.424 -3.907
C 4.335 3.515 -3.532
C 4.758 3.284 -2.252
H 4.364 1.679 -0.942
H 2.944 0.621 -2.718
H 3.003 2.287 -4.852
H 4.590 4.371 -4.134
H 5.392 3.858 -1.599
N 1.805 5.021 0.482
C 2.212 5.092 -0.827
C 2.855 6.285 -0.998
C 2.849 6.961 0.256
C 2.200 6.155 1.146
H 1.300 4.261 0.889
H 2.009 4.289 -1.517
H 3.289 6.635 -1.919
H 3.279 7.924 0.475
H 1.979 6.285 2.190
N -6.786 -0.052 -4.230
C -7.180 1.053 -4.932
C -6.131 1.452 -5.715
C -5.060 0.548 -5.479
C -5.496 -0.368 -4.558
H -7.356 -0.557 -3.578
H -8.171 1.457 -4.818
H -6.131 2.293 -6.387
H -4.084 0.566 -5.937
H -5.008 -1.215 -4.115
N 4.405 -4.174 0.759
C 3.859 -3.048 0.204
C 4.750 -2.557 -0.713
C 5.878 -3.421 -0.710
C 5.634 -4.408 0.205
H 3.972 -4.742 1.462
H 2.886 -2.697 0.504
H 4.610 -1.680 -1.323
H 6.764 -3.331 -1.316
H 6.225 -5.255 0.507
N 1.685 3.193 9.937
C 2.668 2.602 10.684
C 2.066 1.914 11.702
C 0.664 2.094 11.565
C 0.460 2.887 10.468
H 1.838 3.764 9.126
H 3.707 2.724 10.430
H 2.574 1.346 12.464
H -0.105 1.691 12.202
H -0.447 3.261 10.023
N 1.785 -1.914 -5.908
C 1.343 -2.950 -6.684
C 0.207 -3.451 -6.110
C -0.047 -2.685 -4.940
C 0.944 -1.744 -4.844
H 2.603 -1.364 -6.093
H 1.873 -3.240 -7.575
H -0.376 -4.276 -6.484
H -0.862 -2.815 -4.248
H 1.121 -0.971 -4.115

***

[2]
# C22H24IN3PPd

A structure of composition C22H24IN3PPd at a distorted geometry (ωB97M-V/def2-TZVPD, OMol25).

Calculated values
- HOMO energy: -17.78 eV
- Relative energy (zero: lowest compared OMol25 entry of this formula, charge and spin): 0.0000 eV
- LUMO level: -11.36 eV
- Net charge: +3

Element x y z (Å)
Pd -0.877 -1.200 0.679
N -1.113 0.482 -0.565
C -2.533 0.779 -0.740
C -3.053 1.285 -1.909
C -4.383 1.705 -1.915
C -5.166 1.649 -0.767
C -4.647 1.120 0.405
C -3.332 0.648 0.401
P -2.681 -0.306 1.738
C -2.912 -2.053 1.711
C -3.791 -2.726 0.840
C -3.843 -4.099 0.885
C -3.001 -4.815 1.748
C -2.111 -4.166 2.588
C -2.063 -2.778 2.591
C -2.717 0.501 3.270
C -3.063 -0.161 4.465
C -3.120 0.559 5.640
C -2.832 1.923 5.638
C -2.494 2.587 4.460
C -2.438 1.885 3.275
H -0.681 1.299 -0.135
H -0.632 0.333 -1.452
H -2.439 1.405 -2.794
H -4.800 2.112 -2.827
H -6.186 2.007 -0.790
H -5.261 1.048 1.295
H -4.431 -2.166 0.170
H -4.548 -4.631 0.260
H -3.061 -5.895 1.770
H -1.480 -4.732 3.260
H -1.449 -2.253 3.313
H -3.328 -1.210 4.465
H -3.405 0.067 6.559
H -2.886 2.479 6.565
H -2.287 3.648 4.474
H -2.193 2.403 2.354
I 1.593 -1.954 1.697
C 0.437 -0.274 1.986
H 0.856 0.623 1.540
H 0.095 -0.138 3.006
C 0.052 -4.857 -3.282
N -1.090 -3.969 -2.984
C -2.258 -4.018 -3.879
C -1.052 -3.168 -1.976
N -0.997 -2.453 -1.060
H -0.260 -5.895 -3.179
H 0.868 -4.649 -2.596
H 0.383 -4.673 -4.303
H -2.697 -5.014 -3.848
H -1.938 -3.795 -4.896
H -2.997 -3.286 -3.564

***

[3]
# C24H29N3O5S

An isolated molecule of C24H29N3O5S at a distorted geometry (ωB97M-V/def2-TZVPD, OMol25).

Calculated values
- HOMO energy: -7.63 eV
- Relative energy (zero: lowest compared OMol25 entry of this formula, charge and spin): 1.0551 eV
- LUMO level: 0.39 eV

Element x y z (Å)
C -6.883 -3.423 -1.377
C -6.688 -2.339 -0.360
C -5.752 -1.339 -0.583
C -5.521 -0.318 0.338
C -6.303 -0.279 1.506
C -7.217 -1.296 1.731
C -7.408 -2.323 0.824
H -8.134 -3.097 1.028
H -7.815 -1.268 2.632
C -6.228 0.860 2.481
H -7.215 1.052 2.896
H -5.873 1.761 1.987
H -5.562 0.633 3.314
N -4.603 0.712 0.096
C -4.229 1.052 -1.259
H -5.077 0.880 -1.923
C -2.985 0.302 -1.758
N -1.884 0.440 -0.826
S -0.982 1.853 -0.958
O -1.406 2.869 -0.032
O -0.933 2.188 -2.351
C 0.610 1.232 -0.444
C 1.171 1.636 0.751
C 2.401 1.138 1.157
C 3.041 0.230 0.327
C 2.468 -0.168 -0.887
C 1.247 0.328 -1.281
H 0.781 0.050 -2.212
C 3.383 -1.121 -1.596
H 3.768 -0.667 -2.511
H 2.874 -2.044 -1.872
C 4.501 -1.365 -0.569
N 4.272 -0.400 0.509
C 5.102 -0.207 1.575
O 4.826 0.528 2.498
C 6.432 -0.939 1.511
H 6.315 -1.940 1.096
H 6.806 -1.024 2.531
C 7.436 -0.144 0.657
H 6.909 0.549 -0.006
C 8.254 -1.049 -0.234
O 7.850 -2.058 -0.750
O 9.490 -0.585 -0.417
H 9.996 -1.164 -1.009
H 8.108 0.450 1.274
H 4.438 -2.380 -0.163
H 5.490 -1.238 -1.009
H 2.850 1.445 2.086
H 0.636 2.352 1.354
C -2.255 0.099 0.532
H -1.397 0.318 1.171
C -3.488 0.884 1.006
H -3.762 0.542 2.001
H -3.225 1.946 1.040
H -2.459 -0.977 0.562
H -2.649 0.716 -2.709
H -3.179 -0.769 -1.875
H -3.989 2.123 -1.267
H -5.193 -1.367 -1.506
H -7.793 -3.984 -1.176
H -6.042 -4.118 -1.355
H -6.943 -3.005 -2.381

***

[4]
# C3H12O2S2

A cluster of 3 separate species, C3H12O2S2 in total (ωB97M-V/def2-TZVPD, OMol25).

Calculated values
- HOMO energy: -8.57 eV
- Relative energy (zero: lowest compared OMol25 entry of this formula, charge and spin): 0.6407 eV
- LUMO level: 0.58 eV

Element x y z (Å)
C -0.920 -0.456 -2.892
C 0.162 0.218 -2.055
S 0.612 -0.805 -0.616
S 0.842 0.515 0.939
C -0.874 0.895 1.352
H -0.479 -1.258 -3.483
H -1.770 -0.833 -2.331
H -1.285 0.267 -3.618
H -0.099 1.209 -1.695
H 1.048 0.338 -2.673
H -0.879 1.408 2.316
H -1.445 -0.012 1.513
H -1.321 1.484 0.572
H -1.926 -5.335 0.307
H -0.599 -4.558 0.385
O -1.457 -4.574 -0.050
H 3.897 4.215 4.547
H 2.845 3.799 3.527
O 3.647 3.482 3.956

***

[5]
# C5H8CuF6N3O11P2S3

A structure of composition C5H8CuF6N3O11P2S3 at a distorted geometry (ωB97M-V/def2-TZVPD, OMol25).

Calculated values
- HOMO energy: -2.14 eV
- Relative energy (zero: lowest compared OMol25 entry of this formula, charge and spin): 3.4156 eV
- LUMO level: 5.03 eV
- Net charge: -2

Element x y z (Å)
Cu -0.476 -0.396 0.170
O 1.482 -0.748 1.933
P 1.614 -1.540 0.554
O 3.014 -1.973 0.369
O 1.049 -0.744 -0.584
O 0.671 -2.845 0.717
P -0.556 -2.906 1.796
O 0.301 -3.273 3.162
O -1.441 -4.045 1.507
O -1.023 -1.493 2.045
H 0.553 -0.839 2.232
H 0.562 -4.184 3.037
S 0.826 2.075 0.793
C 2.141 1.532 -0.049
N 3.308 1.102 0.493
C 4.183 0.593 -0.551
C 3.326 0.710 -1.821
N 2.267 1.611 -1.405
H 3.207 0.559 1.338
H 4.457 -0.441 -0.347
H 5.077 1.231 -0.605
H 2.909 -0.268 -2.078
H 3.880 1.127 -2.668
H 1.386 1.543 -1.896
F -4.805 -0.557 0.726
C -4.308 -0.694 -0.504
F -4.631 -1.950 -0.884
F -5.014 0.086 -1.333
S -2.407 -0.470 -0.640
O -1.979 -1.834 -0.631
O -2.284 0.260 -1.869
N -1.981 0.389 0.550
S -2.471 1.867 0.441
O -2.049 2.681 1.528
O -3.878 1.895 0.156
C -1.819 2.755 -1.122
F -2.798 2.835 -2.030
F -0.733 2.315 -1.749
F -1.562 4.032 -0.780

***

[6]
# C4H9N2P

A cluster of 2 separate species, C4H9N2P in total at a distorted geometry (ωB97M-V/def2-TZVPD, OMol25).

Calculated values
- HOMO energy: -8.07 eV
- Relative energy (zero: lowest compared OMol25 entry of this formula, charge and spin): 6.2190 eV
- LUMO level: 0.59 eV

Element x y z (Å)
C -0.657 2.044 0.816
C -1.237 -1.762 0.467
C 0.264 0.844 -1.591
C 1.805 -0.158 0.701
N -2.852 -0.109 0.054
N -2.091 -0.921 0.220
P 0.285 0.879 0.196
H -0.660 2.110 1.900
H -1.360 -2.374 1.422
H -0.659 -2.243 -0.441
H -0.288 1.808 -2.052
H 1.265 0.807 -1.970
H -0.257 -0.019 -1.900
H 1.780 -0.201 1.817
H 1.987 -1.148 0.083
H 2.675 0.442 0.278

***

| no. | electronic energy (eV) |
| --- | --- |
| 1 | -68942.86636 |
| 2 | -48514.92419 |
| 3 | -50902.71285 |
| 4 | -29071.03007 |
| 5 | -144342.94146 |
| 6 | -16556.66702 |